1.
80
Properties=species:S:1:pos:R:3:forces:R:3:mulliken_charge:R:1 method="wB97M-V/def2-TZVPD" total_charge=-2 de_lowest_ev=4.536 lumo_ev="2.23 / 2.27" energy_ha=-10480.37042 multiplicity=1 orbital_gap_ev="5.3 / 5.6"
V -0.911 0.371 0.115 3.078 2.361 0.369 -0.045
C 1.733 -4.339 3.268 -0.536 -0.030 -0.390 -1.183
Si 0.247 -5.013 2.303 -0.100 -0.740 0.142 0.374
C -1.113 -5.566 3.520 0.520 0.232 -0.404 -1.170
C 0.819 -6.533 1.277 -0.199 0.544 0.446 -1.201
C -0.657 -3.874 1.076 0.483 0.220 0.360 0.366
C -1.828 -4.337 0.505 -0.030 0.139 -0.153 -0.274
C -2.640 -3.484 -0.228 0.225 -0.047 0.038 -1.434
C -2.265 -2.166 -0.338 -0.639 -0.358 -0.269 -0.393
N -1.108 -1.698 0.133 0.143 -0.521 -0.115 0.936
C -0.324 -2.540 0.811 0.161 -0.240 -0.088 0.130
S 1.245 -1.953 1.312 0.145 -0.600 -0.031 -0.156
H 2.073 -5.069 3.998 -0.047 -0.285 0.068 0.368
H 1.453 -3.439 3.804 -0.101 0.222 0.101 0.372
H 2.568 -4.096 2.619 0.144 0.007 -0.103 0.328
H -0.722 -6.224 4.290 0.165 -0.162 0.141 0.356
H -1.919 -6.089 3.016 -0.141 -0.107 -0.170 0.339
H -1.541 -4.695 4.006 -0.047 0.268 0.062 0.365
H 1.211 -7.312 1.924 0.081 -0.149 0.195 0.324
H 1.602 -6.266 0.575 0.156 0.140 -0.144 0.323
H 0.000 -6.963 0.707 -0.212 -0.035 -0.105 0.347
H -2.114 -5.370 0.633 -0.113 -0.172 0.094 0.300
H -3.566 -3.817 -0.666 -0.098 0.003 -0.008 0.428
H -2.925 -1.459 -0.818 0.124 0.008 0.030 0.539
Br -0.308 2.626 0.201 0.040 -0.180 -0.370 -0.420
F -2.459 0.557 -0.439 -3.682 0.581 -1.256 -0.425
Sb -1.811 0.173 2.558 -3.120 -1.011 3.798 1.851
F -0.780 1.567 3.795 -0.712 -1.452 -1.616 -0.652
F -3.262 1.549 1.951 1.475 -0.771 0.380 -0.660
F -2.946 0.079 4.118 0.716 0.054 -0.475 -0.536
F -3.202 -1.291 1.926 0.822 0.795 0.091 -0.702
F -0.897 -1.607 3.435 -0.328 1.518 -0.792 -0.695
C 1.082 1.401 -3.120 -0.376 -0.315 0.704 -0.500
Si -0.299 0.298 -2.355 0.076 -1.147 -1.493 0.965
C 0.122 -1.529 -2.827 -0.223 0.800 0.206 -1.190
C -1.929 0.822 -3.264 0.527 -0.210 0.719 -1.202
H 0.874 1.580 -4.171 -0.256 -0.069 -0.241 0.549
H 2.052 0.918 -3.056 0.104 -0.123 0.071 -0.069
H 1.155 2.362 -2.620 0.004 0.107 0.063 0.127
H 0.218 -1.606 -3.906 0.048 0.010 -0.305 0.464
H -0.638 -2.239 -2.507 -0.128 0.015 0.042 0.338
H 1.069 -1.832 -2.389 0.151 0.033 0.125 0.146
H -1.788 0.868 -4.339 0.244 -0.026 -0.246 0.393
H -2.239 1.805 -2.917 -0.039 0.118 0.053 0.291
H -2.745 0.133 -3.061 -0.061 -0.094 0.110 0.301
F 5.669 3.955 0.508 0.143 0.219 0.100 -0.303
C 5.729 2.813 1.207 -0.029 -0.366 0.155 1.176
C 5.063 1.685 0.763 -0.237 -0.073 0.280 -1.392
C 5.235 0.552 1.537 0.013 0.171 -0.047 0.497
F 4.617 -0.578 1.123 0.127 -0.205 0.373 -0.367
C 6.009 0.498 2.686 0.063 -0.055 0.043 -0.189
F 6.157 -0.642 3.390 -0.029 0.220 -0.135 -0.315
C 6.653 1.655 3.105 -0.024 0.018 -0.119 0.738
F 7.432 1.647 4.205 -0.216 -0.008 -0.237 -0.337
C 6.507 2.818 2.361 -0.023 0.009 -0.072 -0.051
F 7.137 3.941 2.759 -0.036 -0.157 -0.030 -0.328
Ge 3.689 1.330 -0.770 1.170 0.292 -0.338 1.053
S 1.090 -0.022 0.863 1.303 0.563 0.444 0.209
C 4.091 3.071 -1.836 -0.268 0.152 -0.015 -0.369
C 4.598 3.243 -3.108 -0.140 -0.073 0.171 0.413
F 5.128 2.188 -3.768 0.018 0.312 -0.193 -0.306
C 4.568 4.464 -3.771 0.089 0.041 -0.128 0.022
F 5.093 4.593 -5.010 -0.134 0.005 0.225 -0.337
C 3.991 5.565 -3.156 0.015 -0.128 -0.010 0.584
F 3.942 6.751 -3.799 0.028 -0.290 0.204 -0.332
C 3.451 5.430 -1.881 0.032 -0.027 -0.031 0.044
F 2.888 6.500 -1.294 0.035 -0.122 -0.013 -0.331
C 3.510 4.191 -1.262 0.194 -0.112 -0.417 0.365
F 2.971 4.034 -0.045 -0.181 0.440 0.181 -0.432
C 5.217 0.226 -1.742 -0.226 -0.179 -0.040 -0.747
C 4.825 -0.966 -2.318 0.107 0.202 0.095 0.304
F 3.522 -1.308 -2.238 0.064 -0.355 -0.212 0.005
C 5.690 -1.824 -2.982 -0.038 -0.105 -0.028 -0.418
F 5.255 -2.980 -3.528 0.110 0.215 0.088 -0.328
C 7.031 -1.481 -3.077 -0.113 0.047 0.017 0.772
F 7.898 -2.293 -3.714 -0.186 0.184 0.145 -0.336
C 7.469 -0.290 -2.514 -0.004 0.045 0.091 0.101
F 8.772 0.045 -2.611 -0.173 -0.049 0.001 -0.339
C 6.560 0.531 -1.857 -0.150 -0.170 -0.025 0.921
F 7.025 1.680 -1.336 0.252 0.008 -0.160 -0.362


2.
81
Properties=species:S:1:pos:R:3:forces:R:3:lowdin_spin:R:1 method="wB97M-V/def2-TZVPD" total_charge=-1 de_lowest_ev=0.533 lumo_ev="2.42 / 1.36" energy_ha=-5283.84414 multiplicity=5 s_squared=6.0413 orbital_gap_ev="6.4 / 6.6"
Co -0.073 -0.173 0.122 -0.522 -0.970 -0.066 1.717
C 1.083 0.531 -3.879 -0.035 0.092 -0.075 -0.002
C 0.437 0.695 -2.534 -0.208 0.031 -0.262 0.000
N 0.522 -0.258 -1.676 0.139 -0.089 -0.085 -0.022
N 1.158 -1.417 -2.076 0.396 -0.073 0.166 -0.002
C 0.776 -2.472 -1.421 -0.161 0.149 -0.158 0.019
S -0.488 -2.576 -0.265 0.063 0.302 -0.125 0.183
S 1.586 -3.991 -1.782 0.087 -0.090 0.037 0.008
C 3.002 -3.484 -2.825 -0.187 0.109 0.328 0.003
C 4.207 -3.033 -2.040 0.015 -0.049 -0.016 0.000
C 4.377 -1.699 -1.669 0.066 -0.019 0.034 0.001
C 5.508 -1.302 -0.968 0.021 0.013 -0.218 0.000
C 6.482 -2.228 -0.615 0.017 0.013 -0.111 0.000
C 6.309 -3.562 -0.960 -0.006 -0.006 0.013 0.000
C 5.182 -3.958 -1.669 -0.043 0.027 0.014 0.000
C -0.387 1.865 -2.237 0.088 0.054 0.158 0.006
C -0.241 3.061 -2.951 0.076 -0.017 0.030 0.001
C -1.058 4.145 -2.717 -0.022 0.071 -0.066 0.006
C -2.080 4.037 -1.773 0.011 -0.038 -0.060 0.002
C -2.257 2.870 -1.066 -0.028 0.000 0.136 0.006
C -1.391 1.777 -1.240 -0.004 -0.333 -0.207 0.006
O -1.560 0.706 -0.489 -0.093 0.584 0.266 0.046
H 0.848 -0.454 -4.276 0.017 -0.005 -0.015 0.000
H 2.170 0.589 -3.780 -0.034 -0.025 0.007 0.000
H 0.741 1.292 -4.575 0.032 -0.023 0.014 0.000
H 2.631 -2.702 -3.482 0.081 -0.016 -0.100 0.000
H 3.232 -4.382 -3.398 0.029 0.038 -0.091 0.000
H 3.604 -0.980 -1.909 0.021 -0.018 -0.036 0.000
H 5.627 -0.259 -0.692 0.005 -0.163 -0.075 0.000
H 7.364 -1.910 -0.070 -0.082 -0.023 0.009 0.000
H 7.053 -4.299 -0.675 -0.041 0.052 -0.030 0.000
H 5.047 -5.003 -1.932 0.030 0.050 -0.004 0.000
H 0.558 3.152 -3.677 -0.040 -0.019 0.015 0.000
H -0.907 5.067 -3.265 -0.005 -0.028 0.042 0.000
H -2.728 4.885 -1.583 -0.015 -0.029 0.008 0.000
H -3.020 2.773 -0.302 0.007 0.017 -0.062 0.000
S 2.155 2.482 -0.182 -0.010 0.092 0.001 0.542
C 2.574 2.719 1.462 0.061 0.060 0.015 0.241
N 3.840 2.699 1.980 -0.085 -0.285 0.044 0.136
C 3.900 2.661 3.442 -0.068 0.110 -0.220 0.011
C 2.941 3.706 3.985 -0.105 -0.057 -0.066 0.009
N 1.589 3.378 3.562 0.050 -0.035 -0.130 0.122
C 0.435 3.568 4.418 0.169 -0.175 0.027 0.031
C 0.145 2.411 5.353 -0.117 0.010 0.091 0.008
C -1.074 1.753 5.252 -0.044 -0.006 -0.054 0.002
C -1.417 0.745 6.144 0.033 -0.017 0.018 0.000
C -0.534 0.373 7.147 0.017 0.053 -0.047 0.000
C 0.700 1.004 7.239 -0.017 0.001 -0.056 0.000
C 1.034 2.015 6.350 -0.008 0.003 0.029 0.001
C 1.455 3.002 2.267 0.071 0.245 -0.079 0.218
S -0.013 2.972 1.385 0.155 0.060 -0.019 0.564
C 4.963 2.141 1.225 -0.107 0.051 0.188 0.030
C 5.470 0.832 1.786 -0.074 0.075 0.177 0.006
C 6.729 0.748 2.370 0.043 -0.060 -0.022 0.003
C 7.164 -0.444 2.942 -0.035 -0.002 -0.035 0.000
C 6.330 -1.555 2.943 -0.005 0.069 -0.043 0.002
C 5.072 -1.475 2.356 -0.086 0.012 0.112 0.000
C 4.646 -0.289 1.778 -0.045 -0.009 0.222 0.002
H 4.920 2.878 3.758 0.062 -0.002 -0.008 0.001
H 3.594 1.678 3.801 0.081 -0.127 0.086 0.002
H 3.217 4.693 3.595 0.048 0.066 0.049 0.002
H 3.000 3.739 5.069 -0.079 -0.038 0.030 0.000
H -0.424 3.700 3.763 -0.065 0.102 0.003 0.017
H 0.560 4.493 4.988 0.078 0.023 0.019 0.003
H -1.759 2.021 4.453 0.062 -0.022 0.049 0.001
H -2.373 0.244 6.047 0.035 -0.001 -0.021 0.000
H -0.801 -0.410 7.846 0.021 -0.009 -0.033 0.000
H 1.407 0.708 8.004 -0.016 0.001 -0.014 0.000
H 2.005 2.489 6.442 -0.053 0.020 0.008 0.000
H 5.775 2.871 1.213 0.050 0.046 -0.004 0.004
H 4.611 2.009 0.203 0.023 0.009 -0.100 0.017
H 7.374 1.621 2.381 -0.020 -0.018 0.006 0.000
H 8.147 -0.498 3.398 -0.040 0.000 -0.023 0.000
H 6.663 -2.481 3.398 -0.026 0.026 -0.016 0.000
H 4.404 -2.331 2.357 0.061 0.057 -0.025 0.000
H 3.659 -0.231 1.333 0.004 -0.005 -0.010 0.001
O 0.940 -1.998 2.912 -0.099 0.026 -0.169 0.002
S 0.926 -0.664 2.378 0.342 -0.225 0.705 0.007
O 1.629 0.297 3.199 -0.056 0.149 -0.152 0.006
O -0.473 -0.187 2.002 -0.030 -0.037 -0.092 -0.026
O 1.511 -0.642 0.930 0.145 0.196 0.146 0.058


3.
12
Properties=species:S:1:pos:R:3:forces:R:3:nbo_charge:R:1 method="wB97M-V/def2-TZVPD" total_charge=0 de_lowest_ev=3.048 lumo_ev="-2.02 / -1.77" energy_ha=-1080.70488 multiplicity=1 orbital_gap_ev="7.2 / 7.4"
C -0.292 0.901 0.627 -2.511 1.433 2.324 -0.261
C 0.149 -0.553 0.730 -0.260 0.250 1.338 -0.642
N 0.101 1.604 -0.579 -0.482 -0.585 -1.234 -0.707
O 1.357 -1.920 -1.205 1.128 -0.547 -0.908 -0.877
O -1.103 -2.261 -0.828 0.040 -0.076 -0.765 -0.881
S -0.561 1.127 -2.083 0.883 -0.819 2.166 0.198
S 0.047 -1.405 -0.997 -1.166 1.409 2.532 1.860
H -1.427 0.913 0.713 1.288 0.247 -0.429 0.217
H 0.041 1.570 1.565 -0.396 -1.656 -2.001 0.217
H 1.143 -0.488 1.232 -0.276 -0.900 -1.112 0.238
H -0.556 -1.144 1.438 1.149 0.900 -1.580 0.264
H 1.100 1.656 -0.611 0.604 0.344 -0.330 0.374


4.
10
Properties=species:S:1:pos:R:3:forces:R:3:nbo_charge:R:1 method="wB97M-V/def2-TZVPD" total_charge=0 de_lowest_ev=3.003 lumo_ev=0.76 energy_ha=-342.34558 multiplicity=1 orbital_gap_ev=10.1
O 0.541 1.665 -0.882 0.291 -0.402 0.304 -0.489
C 1.138 0.832 -0.253 -0.152 0.260 -0.158 0.415
C 0.674 -0.594 -0.059 0.124 0.053 0.134 -0.214
O -0.506 -0.881 -0.794 -0.304 -0.060 -0.127 -0.496
C -1.698 -0.489 -0.416 0.178 -0.146 -0.196 0.423
O -1.646 0.152 0.757 -0.034 -0.318 -0.573 -0.707
H 2.106 1.050 0.244 -0.061 0.049 -0.051 0.111
H 1.430 -1.279 -0.456 0.020 0.137 0.125 0.224
H 0.545 -0.794 1.010 0.062 0.053 -0.076 0.221
H -2.584 0.339 0.850 -0.125 0.374 0.618 0.512


5.
115
Properties=species:S:1:pos:R:3:forces:R:3:mulliken_charge:R:1 method="wB97M-V/def2-TZVPD" total_charge=+3 lumo_ev=-9.80 energy_ha=-8637.04944 multiplicity=1 orbital_gap_ev=4.8
W -0.789 -0.134 2.686 -0.597 -0.243 1.000 1.814
C 1.408 -1.326 4.713 -0.094 0.066 -0.051 -1.490
O 1.089 -1.273 3.270 0.131 0.020 0.063 0.758
C 1.538 -2.432 2.586 0.021 0.066 -0.109 0.072
C 1.520 -3.674 3.191 -0.034 -0.037 0.004 -0.266
C 2.064 -4.758 2.517 0.034 -0.003 -0.040 -0.830
Br 2.045 -6.446 3.337 0.011 -0.020 -0.004 -0.114
C 2.635 -4.597 1.263 0.022 -0.041 0.034 -0.502
C 2.608 -3.356 0.646 -0.043 0.184 -0.001 0.853
C 2.024 -2.269 1.299 -0.022 -0.010 -0.012 0.518
O 1.939 -1.028 0.714 -0.050 -0.115 -0.026 0.187
C 3.299 -3.091 -0.635 -0.032 -0.123 0.047 -0.074
N 4.575 -3.161 -0.801 0.033 0.022 -0.071 -0.698
C 4.803 -2.718 -2.108 0.042 -0.024 0.068 -0.175
C 6.003 -2.618 -2.808 -0.016 0.029 -0.013 -0.761
C 5.940 -2.168 -4.112 -0.008 -0.010 0.001 -0.559
C 4.719 -1.828 -4.713 0.003 0.005 0.004 -0.786
C 3.522 -1.913 -4.025 0.024 -0.037 -0.002 -0.651
C 3.599 -2.356 -2.711 -0.058 -0.067 -0.007 1.017
N 2.619 -2.551 -1.728 -0.020 0.105 -0.017 0.355
H 2.430 -1.684 4.794 -0.004 0.000 0.033 0.469
H 0.704 -1.980 5.215 0.026 0.011 0.014 0.382
H 1.307 -0.320 5.098 0.019 -0.014 0.004 0.448
H 1.099 -3.820 4.176 0.002 0.022 -0.023 0.576
H 3.117 -5.429 0.767 0.001 -0.004 -0.001 0.661
H 2.273 -1.110 -0.201 -0.036 -0.023 0.078 -0.112
H 6.939 -2.895 -2.344 0.002 -0.006 0.004 0.503
H 6.849 -2.088 -4.693 0.003 0.005 0.000 0.420
H 4.716 -1.502 -5.745 -0.003 0.001 0.001 0.447
H 2.580 -1.676 -4.503 -0.011 0.018 -0.016 0.470
H 1.666 -2.796 -1.954 0.084 0.015 0.019 -0.537
C 2.931 0.852 2.852 0.048 0.010 -0.019 -1.755
P 1.354 1.437 2.186 -0.016 -0.018 -0.026 1.073
C 1.718 1.959 0.488 0.037 -0.062 -0.012 -0.573
C 1.045 2.983 3.087 -0.056 -0.069 0.010 0.443
C 2.078 3.753 3.607 0.030 0.013 0.007 -1.181
C 1.792 4.948 4.256 -0.048 -0.017 -0.016 -0.846
C 0.480 5.380 4.381 0.038 -0.012 -0.001 -1.038
C -0.558 4.619 3.857 -0.038 0.057 0.030 -1.162
C -0.274 3.420 3.218 0.086 -0.074 -0.082 0.694
P -1.522 2.401 2.426 -0.004 0.104 -0.067 2.414
C -1.771 3.168 0.808 -0.035 -0.037 -0.015 -1.340
C -3.123 2.655 3.241 0.045 0.002 0.088 -1.443
H 3.690 1.580 2.559 -0.006 0.008 -0.002 0.755
H 3.197 -0.107 2.423 0.011 0.012 0.011 0.123
H 2.902 0.794 3.937 -0.019 0.028 0.013 0.412
H 2.053 2.996 0.509 0.013 -0.005 0.006 0.749
H 0.848 1.875 -0.158 -0.020 0.006 0.006 -0.871
H 2.514 1.331 0.091 -0.027 0.025 -0.003 0.578
H 3.109 3.438 3.527 -0.003 0.003 0.004 0.434
H 2.598 5.539 4.670 0.002 0.002 0.005 0.488
H 0.259 6.307 4.891 0.003 0.007 -0.004 0.468
H -1.573 4.980 3.961 -0.003 -0.017 -0.013 0.431
H -2.004 4.219 0.999 0.003 0.003 -0.025 0.700
H -2.637 2.724 0.318 -0.019 -0.001 0.000 0.289
H -0.900 3.113 0.160 0.015 0.006 0.056 0.314
H -3.037 3.468 3.960 0.001 0.015 -0.031 0.519
H -3.471 1.765 3.755 0.005 -0.023 -0.006 0.097
H -3.861 2.925 2.486 -0.018 -0.017 0.012 0.429
F -0.401 0.828 4.254 0.184 -0.134 -0.090 -0.650
As -3.337 1.411 6.639 0.001 0.089 0.302 1.009
F -2.663 0.008 2.753 0.015 -0.066 -0.352 -0.607
F -1.262 -1.337 4.044 0.110 0.235 -0.114 -0.684
F -4.914 1.088 6.042 0.011 0.013 -0.082 -0.373
F -3.649 1.080 8.276 -0.022 -0.051 -0.026 -0.347
F -2.698 -0.134 6.233 0.059 -0.018 -0.060 -0.307
C 1.151 4.771 -4.470 0.011 -0.003 0.011 -1.509
C 0.390 3.747 -3.686 0.031 0.048 -0.037 0.398
C -0.936 3.949 -3.332 -0.075 0.024 0.019 -0.904
C -1.671 3.012 -2.613 0.103 -0.092 -0.018 0.883
C -3.133 3.323 -2.406 -0.001 0.020 0.038 -2.006
C -1.006 1.829 -2.223 -0.135 0.044 -0.018 0.927
Te -2.250 0.380 -1.362 -0.012 0.113 -0.037 0.857
N -1.359 -0.224 0.418 0.144 0.065 -0.481 -0.273
C -1.643 -1.469 0.748 0.090 -0.044 -0.096 1.043
O -0.840 -1.862 1.712 0.005 0.124 0.002 -0.280
C -2.715 -2.370 0.351 0.008 0.034 0.071 0.376
C -4.008 -1.886 0.123 -0.001 -0.003 -0.007 -0.320
C -5.019 -2.772 -0.206 0.026 0.026 0.010 -1.005
C -4.740 -4.130 -0.305 -0.003 -0.019 -0.007 -0.639
C -3.462 -4.616 -0.042 -0.002 -0.007 -0.001 -0.870
C -2.452 -3.742 0.308 0.014 -0.002 -0.001 -0.616
C -1.707 -1.237 -2.604 -0.062 -0.056 0.028 0.623
C -0.892 -2.288 -2.206 0.075 0.023 -0.059 -0.414
C -0.621 -3.307 -3.101 -0.032 -0.019 0.013 -0.921
C -1.168 -3.267 -4.380 0.014 0.016 0.009 -1.288
C -1.976 -2.210 -4.757 -0.012 0.014 0.011 -1.000
C -2.275 -1.169 -3.876 0.002 -0.047 -0.017 0.883
C -3.147 -0.029 -4.331 -0.002 0.020 0.041 -1.614
C 0.328 1.574 -2.595 0.028 0.002 -0.051 -0.575
C 1.049 0.290 -2.295 -0.015 0.034 0.011 -0.132
C 0.999 2.551 -3.308 0.026 -0.059 0.046 -0.661
H 0.525 5.616 -4.746 -0.002 0.001 -0.001 0.418
H 1.557 4.329 -5.381 0.000 0.003 -0.006 0.383
H 1.997 5.145 -3.891 -0.001 -0.003 -0.001 0.347
H -1.431 4.862 -3.643 -0.002 0.001 0.004 0.433
H -3.260 4.378 -2.166 -0.004 -0.006 -0.005 0.517
H -3.625 2.751 -1.622 -0.012 -0.012 0.039 0.247
H -3.688 3.140 -3.329 0.014 -0.006 -0.008 0.427
H -4.245 -0.841 0.285 -0.013 -0.014 -0.001 0.647
H -6.027 -2.413 -0.355 -0.004 0.002 0.001 0.524
H -5.531 -4.821 -0.563 -0.003 -0.001 -0.001 0.470
H -3.266 -5.678 -0.093 0.000 -0.003 0.004 0.511
H -1.459 -4.110 0.537 0.002 0.000 -0.001 0.581
H -0.441 -2.316 -1.222 -0.030 0.016 0.038 0.807
H -0.002 -4.145 -2.803 -0.007 -0.008 -0.003 0.666
H -0.965 -4.066 -5.080 0.003 -0.003 -0.005 0.508
H -2.401 -2.186 -5.752 -0.003 -0.006 -0.001 0.532
H -3.714 -0.310 -5.216 0.009 0.013 -0.013 0.595
H -2.547 0.848 -4.585 0.003 0.006 -0.016 0.300
H -3.889 0.265 -3.579 0.004 -0.023 -0.010 0.282
H 0.676 -0.191 -1.391 0.013 -0.009 0.035 -1.255
H 2.117 0.473 -2.177 0.018 0.002 -0.012 1.114
H 0.938 -0.413 -3.121 -0.024 0.001 -0.005 0.732
H 2.030 2.371 -3.594 0.003 -0.012 0.001 0.617


Number 1: largest force on an atom 5.02 eV/Å. Number 2: largest force on an atom 1.10 eV/Å. Number 3: largest force on an atom 3.71 eV/Å. Number 4: largest force on an atom 0.73 eV/Å. Number 5: largest force on an atom 1.19 eV/Å.